Density functional theory data (ωB97M-V/def2-TZVPD) for a 2-piece molecular cluster, C6H14S overall in a non-equilibrium geometry.

CARTESIAN COORDINATES (ANGSTROEM)
H  2.7439  -1.1478  -0.9240
H  1.8410  -1.8126  0.3355
H  -1.8749  0.0670  2.2731
H  1.5359  0.7645  2.3435
C  -1.3097  -0.0070  -0.5466
H  -0.2411  0.5702  2.6784
C  1.4241  1.5399  -0.8605
C  -1.0522  -1.0549  -1.6771
C  1.9263  -1.0553  -0.3265
H  2.4111  1.8785  -1.1567
H  -1.7011  -0.9347  -2.5001
H  -1.2322  0.9970  -0.9482
H  -0.1192  -0.9215  -2.1510
H  -2.3778  -0.0466  -0.2059
C  -0.4109  -0.1837  0.7002
H  -0.2225  -1.1691  0.9455
H  0.8104  2.3821  -0.5174
C  -0.9484  0.4594  1.9104
S  1.3086  0.3597  0.2821
H  -1.2097  -2.1115  -1.3339
H  -1.3016  1.4264  1.6791

Summary:
Kohn-Sham gap (spin up / spin down): 6.949 / 5.513 eV
LUMO energy (spin up / spin down): 0.910 / -1.476 eV
2S+1: 3
⟨S²⟩: 2.01
net charge: 0